{"formula": "C47H42BrMgN2O3P2S8", "method": "ωB97M-V/def2-TZVPD", "species": ["Mg", "S", "P", "C", "P", "S", "C", "C", "C", "C", "C", "C", "C", "C", "C", "C", "C", "C", "C", "C", "C", "C", "C", "C", "C", "C", "C", "C", "C", "C", "H", "H", "H", "H", "H", "H", "H", "H", "H", "H", "H", "H", "H", "H", "H", "H", "H", "H", "H", "H", "C", "O", "C", "C", "C", "Br", "C", "C", "C", "O", "C", "N", "C", "C", "C", "C", "C", "C", "N", "H", "H", "H", "H", "H", "H", "H", "H", "H", "H", "H", "C", "S", "C", "C", "S", "S", "C", "S", "S", "H", "H", "H", "O", "S", "C", "C", "C", "C", "H", "H", "H", "H", "H", "H", "H", "H"], "xyz": [[0.034, -1.189, 0.212], [-2.262, 0.645, -2.501], [-0.727, 1.436, -1.544], [0.582, 0.559, -0.807], [1.482, -0.335, -1.998], [1.478, -2.297, -1.652], [1.187, -0.079, -3.782], [1.853, 0.892, -4.521], [1.559, 1.057, -5.862], [0.599, 0.265, -6.469], [-0.067, -0.701, -5.733], [0.225, -0.873, -4.395], [3.226, 0.189, -1.808], [3.558, 1.031, -0.757], [4.869, 1.427, -0.572], [5.855, 0.973, -1.432], [5.531, 0.104, -2.462], [4.222, -0.295, -2.648], [0.004, 2.715, -2.621], [1.064, 3.463, -2.122], [1.691, 4.395, -2.924], [1.254, 4.582, -4.230], [0.188, 3.849, -4.723], [-0.439, 2.914, -3.919], [-1.330, 2.483, -0.159], [-1.729, 3.805, -0.340], [-2.168, 4.556, 0.737], [-2.226, 3.999, 2.004], [-1.846, 2.679, 2.184], [-1.419, 1.923, 1.109], [2.593, 1.522, -4.047], [2.083, 1.809, -6.436], [0.373, 0.398, -7.517], [-0.814, -1.324, -6.202], [-0.283, -1.628, -3.809], [2.766, 1.375, -0.101], [5.125, 2.093, 0.241], [6.879, 1.293, -1.301], [6.301, -0.267, -3.123], [3.954, -0.980, -3.444], [1.381, 3.287, -1.102], [2.521, 4.972, -2.532], [1.749, 5.309, -4.858], [-0.153, 4.002, -5.740], [-1.265, 2.325, -4.296], [-1.661, 4.260, -1.321], [-2.462, 5.586, 0.593], [-2.546, 4.597, 2.846], [-1.877, 2.231, 3.167], [-1.115, 0.897, 1.260], [0.105, -4.213, 1.371], [-0.760, -3.189, 0.939], [-1.921, -2.988, 1.589], [-2.436, -3.761, 2.618], [-3.645, -3.375, 3.187], [-4.362, -4.417, 4.604], [-4.345, -2.268, 2.768], [-3.846, -1.496, 1.710], [-2.632, -1.867, 1.117], [-2.057, -1.201, 0.111], [-4.539, -0.338, 1.190], [-4.038, 0.421, 0.244], [-4.981, 1.364, -0.047], [-4.984, 2.374, -1.002], [-6.125, 3.139, -1.116], [-7.234, 2.928, -0.294], [-7.243, 1.946, 0.678], [-6.107, 1.160, 0.786], [-5.789, 0.080, 1.572], [-0.382, -5.189, 1.291], [0.433, -4.044, 2.400], [0.970, -4.166, 0.705], [-1.924, -4.637, 2.986], [-5.266, -1.997, 3.258], [-2.666, -0.457, -0.204], [-4.129, 2.511, -1.640], [-6.172, 3.916, -1.866], [-8.112, 3.543, -0.431], [-8.105, 1.791, 1.312], [-6.383, -0.339, 2.267], [4.726, -4.655, -0.676], [5.823, -4.706, 0.773], [4.649, -5.096, 2.019], [3.685, -4.245, 2.462], [3.346, -2.688, 1.916], [2.661, -4.967, 3.748], [3.417, -6.534, 3.831], [2.919, -7.702, 4.869], [4.740, -6.705, 2.730], [5.351, -4.411, -1.528], [3.977, -3.884, -0.520], [4.265, -5.629, -0.810], [0.201, -0.935, 2.193], [1.567, -0.579, 2.706], [1.363, 1.104, 3.473], [1.071, 0.934, 4.953], [1.879, -0.285, 5.389], [1.567, -1.362, 4.369], [0.599, 1.633, 2.915], [2.327, 1.581, 3.317], [0.008, 0.743, 5.104], [1.343, 1.825, 5.523], [1.611, -0.614, 6.395], [2.947, -0.051, 5.372], [0.557, -1.757, 4.479], [2.283, -2.177, 4.359]], "gap_ev": 6.2, "e_homo_ev": -4.4, "charge": -1, "e_lumo_ev": 1.755}

---

{"formula": "C9H14", "method": "ωB97M-V/def2-TZVPD", "species": ["C", "C", "C", "C", "C", "C", "C", "C", "C", "H", "H", "H", "H", "H", "H", "H", "H", "H", "H", "H", "H", "H", "H"], "xyz": [[-1.096, -1.737, -1.771], [-0.102, -1.061, -0.844], [1.314, -1.105, -1.390], [-0.491, -0.624, 0.687], [0.264, 0.130, 1.732], [1.156, 1.346, 1.550], [-0.219, 1.616, 1.552], [-1.038, 1.618, 0.205], [-0.440, 0.369, -0.550], [-0.594, -2.754, -2.304], [-1.141, -0.814, -2.709], [-2.090, -1.726, -1.150], [2.032, -0.371, -0.823], [1.277, -0.828, -2.388], [1.835, -2.114, -1.196], [-1.515, -1.150, 0.863], [0.175, -0.529, 2.567], [1.623, 1.301, 2.704], [1.998, 1.494, 0.858], [-0.708, 2.108, 2.472], [-0.709, 2.477, -0.149], [-2.112, 1.463, 0.503], [0.582, 0.890, -0.421]], "gap_ev": 9.0, "smiles": "CC1(C)[C@H]2[C@H]3C[C@H]3C[C@@H]21", "e_homo_ev": -8.0, "charge": 0, "e_lumo_ev": 0.923}

---

{"formula": "C2H3NOS", "method": "ωB97M-V/def2-TZVPD", "species": ["C", "C", "N", "O", "S", "H", "H", "H"], "xyz": [[-1.234, 0.387, 0.781], [0.087, 0.353, 0.593], [0.431, 0.103, -0.698], [1.524, -1.107, -2.471], [1.735, -0.709, -1.073], [-1.666, 0.351, 1.706], [-1.783, 0.343, -0.158], [0.906, 0.279, 1.319]], "gap_ev": [8.0, 8.0], "e_homo_ev": [-9.2, -9.2], "charge": 0, "e_lumo_ev": [-1.187, -1.188]}